278
Properties=species:S:1:pos:R:3:lowdin_charge:R:1 method="wB97M-V/def2-TZVPD" multiplicity=3 fmax_ev_per_a=3.839 e_above_lowest_kcal_mol=85.6 lumo_ev="0.00 / 0.19" homo_lumo_gap_ev="7.777 / 7.931" s_squared=2.013
V 27.79454 -23.32396 4.48900 1.14
C 27.72194 -25.04942 0.44004 -0.05
C 26.93974 -24.05775 1.34528 -0.53
C 25.51798 -23.84575 0.84315 -0.07
O 27.03771 -24.31046 2.73620 -0.32
H 27.48422 -26.08465 0.68476 0.07
H 28.78232 -24.96246 0.67698 0.05
H 27.55379 -24.93571 -0.63090 0.07
H 27.44160 -23.11613 1.12254 0.11
H 24.73974 -24.57144 1.07940 0.07
H 25.43860 -23.50796 -0.19014 0.07
H 25.06079 -23.02239 1.39191 0.05
C 30.12677 -19.64662 3.77570 -0.05
C 29.77903 -20.92831 3.03331 -0.55
C 30.85381 -21.24876 2.02360 -0.08
O 29.34038 -22.04762 3.76328 -0.31
H 31.13250 -19.61208 4.19450 0.08
H 29.39829 -19.34982 4.53024 0.03
H 30.15676 -18.76803 3.13129 0.07
H 28.99074 -20.69737 2.31681 0.09
H 30.74184 -22.13983 1.40587 0.07
H 31.80646 -21.39706 2.53212 0.07
H 31.10482 -20.45230 1.32307 0.07
C 24.24552 -20.60877 5.33807 -0.05
C 25.48067 -20.58097 4.36102 -0.54
C 26.10431 -19.14042 4.30829 -0.03
O 26.34703 -21.64642 4.57345 -0.31
H 23.98758 -21.64630 5.55045 0.05
H 23.40877 -20.10221 4.85707 0.05
H 24.57367 -20.05629 6.21852 0.06
H 25.01243 -20.77858 3.39676 0.10
H 25.29120 -18.55697 3.87639 0.04
H 26.95186 -19.14579 3.62292 0.06
H 26.41556 -18.65994 5.23585 0.06
C 23.58759 -18.32154 1.25114 -0.01
C 22.30014 -18.99531 0.65069 -0.45
C 21.40511 -19.45055 1.82966 -0.14
C 20.68373 -18.33062 2.60881 -0.17
C 19.90448 -17.51398 1.57565 -0.12
C 20.67246 -17.04344 0.24084 -0.45
N 21.50060 -18.14703 -0.26568 -0.11
O 22.28992 -17.74848 -1.36845 0.00
C 19.59108 -16.74924 -0.83279 -0.03
C 21.46116 -15.78633 0.69169 -0.03
C 22.74345 -20.27513 -0.11484 -0.02
H 23.31912 -17.41648 1.79603 0.06
H 24.32880 -18.05609 0.49732 0.07
H 24.04697 -19.01664 1.95392 0.06
H 20.56168 -20.00663 1.42038 0.11
H 22.00857 -20.02682 2.53099 0.10
H 21.32141 -17.73705 3.26388 0.09
H 19.93296 -18.82730 3.22343 0.08
H 19.65128 -16.64429 2.18196 0.11
H 18.97592 -18.04355 1.36249 0.11
H 18.70167 -16.30150 -0.38942 0.08
H 20.03101 -16.20091 -1.66580 0.08
H 19.22574 -17.71402 -1.18465 0.08
H 20.94697 -14.86140 0.43049 0.09
H 21.47695 -15.63132 1.77049 0.07
H 22.47161 -15.72496 0.28756 0.06
H 21.95094 -20.85001 -0.59394 0.09
H 23.20902 -20.98788 0.56586 0.07
H 23.55577 -20.04839 -0.80537 0.06
H 22.93716 -17.17567 -0.95063 0.07
C 27.23958 -11.71650 -0.13293 -0.04
C 26.61642 -12.22821 1.16467 -0.46
C 25.02532 -12.55326 0.83212 -0.08
C 24.17747 -13.28960 1.89686 -0.19
C 24.85173 -14.61845 2.13285 -0.19
C 26.37010 -14.50169 2.48377 -0.39
N 27.09955 -13.55545 1.58215 -0.13
O 28.46595 -13.65588 1.83237 -0.02
C 26.43731 -14.20150 4.01873 -0.01
C 26.86461 -15.97846 2.03478 -0.01
C 26.83006 -11.13063 2.22152 -0.03
H 28.31279 -11.74301 0.05582 0.08
H 26.92884 -10.72067 -0.44893 0.09
H 27.09325 -12.39498 -0.97338 0.08
H 24.54807 -11.58969 0.65360 0.11
H 25.02057 -13.21299 -0.03554 0.11
H 23.11882 -13.46078 1.70178 0.10
H 24.19195 -12.79616 2.86867 0.10
H 24.54983 -15.20367 1.26426 0.09
H 24.24171 -15.04391 2.92970 0.10
H 26.16425 -13.18456 4.30042 0.07
H 25.86028 -14.99915 4.48661 0.07
H 27.44982 -14.26207 4.41780 0.07
H 27.94682 -16.07890 2.11757 0.06
H 26.39695 -16.72144 2.68082 0.06
H 26.59324 -16.24843 1.01421 0.07
H 27.85723 -10.77267 2.29152 0.08
H 26.39607 -11.33729 3.19982 0.06
H 26.18567 -10.30030 1.93269 0.08
H 28.70107 -14.26287 1.12677 0.06
C 16.19483 -22.53849 8.21573 -0.04
C 17.43767 -22.42407 7.31880 -0.46
C 16.81423 -22.77889 5.92339 -0.16
C 17.67741 -22.44057 4.74763 -0.18
C 18.05165 -20.93275 4.82729 -0.12
C 18.78258 -20.49332 6.13502 -0.43
N 17.90413 -21.03868 7.24056 -0.13
O 18.30147 -20.55185 8.44555 -0.01
C 20.30877 -20.95456 6.11859 0.00
C 18.73679 -18.97687 6.20625 -0.04
C 18.57065 -23.40717 7.73450 -0.01
H 16.37058 -21.95763 9.12116 0.07
H 15.90595 -23.56796 8.42745 0.09
H 15.29860 -21.99262 7.92094 0.08
H 16.56382 -23.83837 5.86955 0.12
H 15.88775 -22.27043 5.65652 0.12
H 17.15357 -22.70232 3.82830 0.12
H 18.61929 -22.97875 4.85399 0.10
H 17.22307 -20.24180 4.67185 0.12
H 18.67055 -20.77227 3.94451 0.08
H 20.86194 -20.57183 5.26090 0.06
H 20.90093 -20.76733 7.01435 0.07
H 20.36293 -22.03869 6.01936 0.04
H 17.70598 -18.62274 6.21733 0.09
H 19.30236 -18.53574 7.02700 0.08
H 19.16851 -18.54669 5.30256 0.07
H 19.02625 -23.17919 8.69811 0.07
H 19.39896 -23.45988 7.02795 0.05
H 18.33025 -24.46925 7.78246 0.08
H 17.50108 -20.11346 8.74350 0.11
C 33.36811 -15.16903 -0.46032 -0.04
C 32.54030 -15.25120 -1.80133 -0.44
C 33.01815 -16.50707 -2.57566 -0.16
C 32.42558 -17.81527 -2.10667 -0.16
C 30.83868 -17.67017 -1.99848 -0.09
C 30.35409 -16.45766 -1.12715 -0.46
N 31.06355 -15.18397 -1.56649 -0.12
O 30.62259 -14.03608 -0.93840 0.00
C 28.88652 -16.17685 -1.52950 -0.03
C 30.44499 -16.87326 0.31601 -0.03
C 33.05040 -14.00177 -2.64254 -0.04
H 34.41179 -14.91093 -0.63978 0.08
H 33.28409 -16.11588 0.07308 0.06
H 33.20601 -14.32256 0.20699 0.07
H 32.92912 -16.32758 -3.64709 0.12
H 34.08808 -16.66106 -2.43558 0.12
H 32.98123 -18.20319 -1.25293 0.10
H 32.77405 -18.58035 -2.80045 0.10
H 30.41112 -18.63798 -1.73650 0.11
H 30.33518 -17.55862 -2.95877 0.11
H 28.71625 -16.06897 -2.60070 0.09
H 28.22265 -16.93602 -1.11593 0.07
H 28.45276 -15.28492 -1.07737 0.06
H 30.11449 -16.11649 1.02746 0.07
H 30.07290 -17.85116 0.62156 0.08
H 31.49396 -16.93801 0.60507 0.07
H 34.10970 -14.12431 -2.86833 0.08
H 33.03918 -13.12679 -1.99263 0.07
H 32.45320 -13.82016 -3.53612 0.08
H 31.15085 -14.06837 -0.13746 0.08
C 31.25721 -15.98833 10.66757 -0.03
C 29.84604 -15.85450 9.88818 -0.43
C 29.84037 -14.36477 9.28523 -0.10
C 28.64846 -14.27429 8.24378 -0.16
C 28.81433 -15.37233 7.18404 -0.14
C 28.79283 -16.84459 7.68007 -0.49
N 29.78494 -16.88161 8.79979 -0.11
O 30.12026 -18.19136 9.16248 -0.02
C 27.36874 -17.30322 8.06147 -0.01
C 29.27969 -17.68556 6.54245 -0.06
C 28.71924 -16.00947 10.94058 -0.05
H 31.39542 -16.93718 11.18592 0.07
H 31.27840 -15.18476 11.40373 0.07
H 32.06213 -15.75995 9.96896 0.07
H 29.74787 -13.68648 10.13344 0.11
H 30.76876 -14.09594 8.78132 0.11
H 28.54590 -13.27712 7.81574 0.10
H 27.69670 -14.39260 8.76170 0.10
H 29.49501 -15.23450 6.34393 0.12
H 27.89337 -15.24874 6.61425 0.09
H 27.28992 -18.38873 8.12109 0.07
H 27.06869 -16.96527 9.05337 0.07
H 26.63986 -17.02815 7.29911 0.07
H 29.21277 -18.74714 6.78052 0.05
H 28.61216 -17.62778 5.68271 0.08
H 30.31447 -17.48493 6.26483 0.10
H 28.56483 -17.06131 11.18117 0.08
H 27.84895 -15.47479 10.56003 0.06
H 28.81914 -15.63479 11.95927 0.07
H 30.97107 -18.32939 8.73978 0.10
C 23.25154 -17.02050 5.50655 -0.07
C 22.89664 -17.33662 6.97909 -0.28
O 22.97922 -16.11303 7.74258 -0.08
H 22.71677 -16.20550 5.01882 0.07
H 23.25607 -17.95807 4.95061 0.04
H 24.29470 -16.71178 5.43862 0.05
H 23.58755 -18.10095 7.33482 0.07
H 21.89636 -17.73971 7.13738 0.10
H 22.83460 -16.26348 8.67961 0.07
C 25.39811 -24.70408 8.01562 -0.02
C 26.25257 -23.81038 7.07698 -0.40
C 27.62959 -23.51229 7.56265 -0.16
O 28.30302 -22.72359 6.56727 -0.27
C 28.60795 -21.42607 6.97758 -0.07
N 26.41056 -24.53575 5.83753 0.02
H 25.91991 -25.54536 8.47177 0.09
H 24.41727 -24.94287 7.60449 0.06
H 25.14957 -24.09344 8.88362 0.07
H 25.68494 -22.90063 6.88143 0.14
H 28.05308 -24.49171 7.78511 0.13
H 27.55594 -23.02366 8.53420 0.14
H 27.65737 -20.98536 7.27802 0.10
H 29.03350 -20.74665 6.23906 0.07
H 29.24197 -21.44224 7.86406 0.10
H 25.49596 -24.51637 5.40950 0.04
H 26.48474 -25.52173 6.04353 0.11
C 23.60678 -20.17236 9.47420 -0.06
C 22.62375 -20.69290 10.47356 -0.43
C 23.02223 -22.09037 11.16768 -0.12
O 23.24234 -23.20434 10.20344 -0.23
C 22.11459 -23.60417 9.42942 -0.11
N 22.34713 -19.65346 11.46049 0.03
H 24.02107 -20.96045 8.84542 0.07
H 24.41970 -19.64420 9.97252 0.09
H 23.10801 -19.47910 8.79692 0.05
H 21.65052 -20.85937 10.01183 0.12
H 22.39184 -22.35199 12.01753 0.11
H 23.97577 -21.95571 11.67829 0.11
H 22.16827 -24.60723 9.00625 0.09
H 22.06798 -22.80785 8.68658 0.07
H 21.19748 -23.51690 10.01200 0.08
H 23.10692 -19.51026 12.11034 0.07
H 21.49295 -19.76847 11.98704 0.07
C 25.79223 -19.43694 -3.57853 -0.08
C 26.58425 -20.63933 -3.17856 -0.43
C 26.64328 -20.74747 -1.59765 -0.22
O 27.10544 -19.56289 -1.04028 -0.20
C 27.08028 -19.58976 0.41023 -0.05
N 26.05998 -21.79094 -3.89420 0.04
H 26.12670 -18.52330 -3.08713 0.07
H 24.74119 -19.38510 -3.29441 0.08
H 25.87892 -19.22187 -4.64359 0.08
H 27.62676 -20.39152 -3.37821 0.13
H 27.19182 -21.60365 -1.20504 0.11
H 25.60118 -20.95231 -1.35237 0.10
H 27.61406 -20.48969 0.71569 0.07
H 26.06285 -19.50170 0.79127 0.07
H 27.56774 -18.67984 0.76028 0.07
H 26.74762 -22.52941 -3.85046 0.07
H 26.03837 -21.55754 -4.87662 0.07
C 22.36080 -24.49341 5.63955 -0.04
C 22.85708 -24.37867 4.15237 -0.38
C 22.10960 -23.30964 3.36449 -0.17
O 20.70765 -23.59373 3.13888 -0.19
C 20.14303 -22.70213 2.21030 -0.11
N 24.22382 -24.01354 4.14436 0.05
H 22.90590 -25.28229 6.15785 0.05
H 21.34843 -24.88489 5.73933 0.07
H 22.46190 -23.55824 6.19029 0.06
H 22.70988 -25.31228 3.60941 0.15
H 22.58168 -23.25271 2.38368 0.11
H 22.08777 -22.29885 3.77185 0.11
H 19.09580 -22.96772 2.06579 0.09
H 20.72768 -22.62520 1.29359 0.09
H 20.09746 -21.74080 2.72203 0.05
H 24.78244 -24.51934 3.47190 0.07
H 24.42640 -23.10128 3.76114 0.06
C 30.68091 -24.69462 2.87612 -0.04
C 29.86513 -25.65589 3.86073 -0.33
C 30.76183 -26.71670 4.41616 -0.21
O 30.15412 -27.51185 5.42087 -0.17
C 30.50039 -28.84984 5.46386 -0.13
N 29.30975 -24.82728 4.99176 0.02
H 31.32121 -23.91957 3.29733 0.08
H 30.05575 -24.07628 2.23196 0.04
H 31.15119 -25.32522 2.12162 0.08
H 28.94526 -26.03032 3.41156 0.13
H 31.65081 -26.26468 4.85602 0.14
H 31.16160 -27.22280 3.53745 0.13
H 29.81932 -29.46090 6.05620 0.09
H 31.48299 -28.97467 5.91885 0.09
H 30.56107 -29.36255 4.50389 0.09
H 30.16906 -24.59101 5.46702 0.11
H 29.00439 -25.61451 5.54595 0.08

19
Properties=species:S:1:pos:R:3:lowdin_charge:R:1 method="wB97M-V/def2-TZVPD" multiplicity=1 fmax_ev_per_a=2.282 e_above_lowest_kcal_mol=168.6 lumo_ev=-2.10 homo_lumo_gap_ev=5.838
C -1.01357 -0.96139 0.53872 -0.28
C -0.97134 -0.67870 -0.96121 -0.16
C -0.16256 0.69917 -1.37298 -0.20
N 2.57194 -0.15753 0.86894 0.09
C 1.96421 0.19320 -0.21064 -0.34
C 0.90724 1.10705 -0.46077 -0.09
N -1.55415 0.23369 1.25658 0.01
H -0.03312 -1.12450 0.92975 0.05
H -1.63963 -1.81554 0.79763 0.11
H -2.02860 -0.46202 -1.19125 0.09
H -0.68442 -1.46906 -1.66615 0.10
H 0.29640 0.46731 -2.36564 0.11
H -0.83787 1.51752 -1.64039 0.10
H 2.03557 -0.44066 1.95752 -0.05
H 1.35445 -0.25523 2.58898 0.15
H 2.22840 -0.26497 -1.17636 0.11
H 0.68923 1.91672 0.22834 0.10
H -2.30804 0.57825 0.66682 0.06
H -0.81413 0.91667 1.21211 0.02

53
Properties=species:S:1:pos:R:3:lowdin_charge:R:1 method="wB97M-V/def2-TZVPD" multiplicity=2 fmax_ev_per_a=2.263 e_above_lowest_kcal_mol=0.0 charge=-1 lumo_ev="2.58 / 2.33" homo_lumo_gap_ev="2.720 / 9.059" s_squared=0.751
C 0.62342 4.35951 1.34701 -0.07
C 1.15212 2.96497 1.35012 -0.38
C 2.17285 2.62386 2.14273 0.02
C -0.44234 1.17885 -1.65223 -0.29
O -1.73314 0.97788 -1.10121 -0.09
C 0.46078 2.02732 -0.79433 -0.08
C 0.41807 1.92389 0.53842 -0.08
H 0.79796 4.71315 0.32249 0.08
H 1.20358 4.93423 2.06636 0.07
H -0.42807 4.58697 1.52633 0.08
H 2.39345 3.28575 2.97656 0.05
H 2.66937 1.66490 2.16005 0.05
H 0.15510 0.26883 -1.83775 0.06
H -0.66954 1.62507 -2.62198 0.12
H -1.64643 0.43873 -0.30057 0.04
H 1.07226 2.84468 -1.15007 0.11
H 0.04846 1.17147 1.22950 0.09
H 1.01675 -0.38621 -3.44651 0.05
H 2.18410 -1.25639 -2.86576 0.01
O 1.77115 -0.36555 -2.85345 -0.09
H 0.84210 -3.88301 2.14342 0.02
H 0.34099 -5.33115 1.88495 0.02
O 0.33282 -4.43435 1.53690 -0.10
H 0.31057 -1.51615 -0.78768 0.00
H 0.00569 -2.88442 -0.13329 0.00
O 0.16402 -2.45508 -0.98630 -0.10
H 2.12734 -3.21952 -3.35721 0.04
H 1.83616 -2.74994 -1.94282 0.00
O 2.57844 -2.99842 -2.53258 -0.08
H -3.82949 0.29986 0.39002 0.00
H -4.29669 -0.44261 1.70693 0.04
O -3.54417 -0.10212 1.21633 -0.10
H 3.35709 1.47141 -0.90534 0.02
H 3.12900 0.76808 -2.25645 -0.01
O 3.68318 1.42593 -1.81054 -0.07
H 1.83139 -0.40425 3.80599 0.00
H 0.38427 -0.43608 4.41611 0.00
O 1.30424 -0.68983 4.55376 -0.09
H 5.20405 -1.49564 -1.04602 0.03
H 4.54601 -0.25066 -0.63367 -0.01
O 5.31989 -0.78606 -0.40111 -0.08
H -3.67203 2.38734 0.06477 0.02
H -4.77753 2.11058 -0.88965 0.04
O -4.63198 2.26465 0.05224 -0.08
H -4.13767 -2.58594 -2.65557 0.00
H -2.69144 -2.63771 -2.87854 0.00
O -3.46388 -2.15150 -3.19016 -0.10
H -2.53606 -3.47625 -0.67200 0.01
H -3.83290 -2.73472 -0.47614 0.02
O -3.49285 -3.58734 -0.78159 -0.10
H -2.03631 1.04612 3.53639 0.02
H -2.03327 -0.39678 2.77413 -0.01
O -1.54085 0.29360 3.21903 -0.09

Copy entry 2 word for word.
19
Properties=species:S:1:pos:R:3:lowdin_charge:R:1 method="wB97M-V/def2-TZVPD" multiplicity=1 fmax_ev_per_a=2.282 e_above_lowest_kcal_mol=168.6 lumo_ev=-2.10 homo_lumo_gap_ev=5.838
C -1.01357 -0.96139 0.53872 -0.28
C -0.97134 -0.67870 -0.96121 -0.16
C -0.16256 0.69917 -1.37298 -0.20
N 2.57194 -0.15753 0.86894 0.09
C 1.96421 0.19320 -0.21064 -0.34
C 0.90724 1.10705 -0.46077 -0.09
N -1.55415 0.23369 1.25658 0.01
H -0.03312 -1.12450 0.92975 0.05
H -1.63963 -1.81554 0.79763 0.11
H -2.02860 -0.46202 -1.19125 0.09
H -0.68442 -1.46906 -1.66615 0.10
H 0.29640 0.46731 -2.36564 0.11
H -0.83787 1.51752 -1.64039 0.10
H 2.03557 -0.44066 1.95752 -0.05
H 1.35445 -0.25523 2.58898 0.15
H 2.22840 -0.26497 -1.17636 0.11
H 0.68923 1.91672 0.22834 0.10
H -2.30804 0.57825 0.66682 0.06
H -0.81413 0.91667 1.21211 0.02